No. 1
Below is C7H10N2S in the gas phase, with properties calculated with ωB97M-V/def2-TZVPD.

Structure (ORCA input):
```
! wB97M-V def2-TZVPD RIJCOSX def2/J DEFGRID3
* xyz 0 1
C -1.408 1.617 0.532
C -0.728 0.823 -0.626
C 0.710 1.283 -0.698
C 1.488 0.334 0.308
S 3.235 0.438 0.011
C 0.850 -1.007 0.197
N 0.853 -2.278 0.161
C -0.433 -2.747 -0.032
C -1.311 -1.769 -0.310
N -0.756 -0.543 -0.203
H -1.375 1.051 1.409
H -2.551 1.766 0.432
H -0.971 2.552 0.610
H -1.366 0.812 -1.555
H 0.751 2.347 -0.226
H 1.146 1.322 -1.685
H 1.334 0.619 1.355
H 3.536 -0.772 0.807
H -0.733 -3.726 0.061
H -2.271 -2.125 -0.549
*
```

Properties
Frontier orbital gap ... 0.323 hartree
Energy relative to the best compared isomer or geometry (same formula, charge and spin) ... 202.59 kJ/mol
LUMO level ... 0.8 eV
Largest force on an atom ... 5.90 eV/A
SMILES string ... C[C@H]1C[C@H](S)c2nccn21

=====

No. 2
Below is C7H10N2S in the gas phase, with properties calculated with ωB97M-V/def2-TZVPD.

Structure (ORCA input):
```
! wB97M-V def2-TZVPD RIJCOSX def2/J DEFGRID3
* xyz 0 1
C -2.482 0.597 1.317
C -1.570 1.838 1.048
S 0.204 1.293 1.051
C 0.301 0.460 -0.585
C 1.699 -0.156 -0.855
C 1.706 -0.571 -2.323
N 1.692 -0.729 -3.433
C 1.993 -1.457 -0.036
C 0.847 -2.447 -0.077
N -0.076 -3.063 0.091
H -3.511 0.814 0.976
H -2.438 0.351 2.397
H -2.068 -0.292 0.798
H -1.737 2.687 1.728
H -1.758 2.151 -0.004
H 0.149 1.259 -1.345
H -0.488 -0.301 -0.732
H 2.498 0.580 -0.637
H 2.292 -1.273 1.011
H 2.871 -1.936 -0.522
*
```

Properties
Frontier orbital gap ... 0.352 hartree
Energy relative to the best compared isomer or geometry (same formula, charge and spin) ... 44.17 kJ/mol
LUMO level ... 0.5 eV
Largest force on an atom ... 5.24 eV/A
SMILES string ... CCSC[C@H](C#N)CC#N

=====

No. 3
Below is C7H10N2S2 in the gas phase, with properties calculated with ωB97M-V/def2-TZVPD.

Structure (ORCA input):
```
! wB97M-V def2-TZVPD RIJCOSX def2/J DEFGRID3
* xyz 0 1
N -1.428 -2.412 2.976
C -1.509 -1.527 2.245
C -1.605 -0.420 1.295
S -1.187 1.132 2.165
C -0.701 -0.716 0.064
C -1.348 -1.771 -0.731
N -1.846 -2.597 -1.356
C -0.432 0.481 -0.860
C 0.893 0.303 -1.624
C 2.106 0.602 -0.723
S 2.895 2.204 -1.064
H -2.650 -0.352 0.998
H -0.604 0.588 3.234
H 0.240 -1.134 0.422
H -0.370 1.400 -0.281
H -1.241 0.596 -1.579
H 0.906 0.964 -2.484
H 0.949 -0.730 -1.972
H 2.895 -0.133 -0.863
H 1.816 0.570 0.325
H 2.220 2.954 -0.188
*
```

Properties
Frontier orbital gap ... 0.358 hartree
Energy relative to the best compared isomer or geometry (same formula, charge and spin) ... 23.10 kJ/mol
LUMO level ... 0.3 eV
Largest force on an atom ... 0.62 eV/A
SMILES string ... N#C[C@@H](S)[C@@H](C#N)CCCS

=====

No. 4
Below is a molecular structure, C7H10N3, with properties calculated with ωB97M-V/def2-TZVPD.

Structure (ORCA input):
```
! wB97M-V def2-TZVPD RIJCOSX def2/J DEFGRID3
* xyz 1 1
C -2.007 -1.084 0.084
C -1.083 -0.418 0.514
C 3.689 -0.275 -0.569
C 2.346 -0.181 -0.763
C 2.713 0.003 1.401
C -3.303 -1.716 -0.114
C -0.040 0.559 0.684
N 3.880 -0.139 0.818
N 1.757 -0.098 0.437
N -0.111 1.662 -0.386
H 4.537 -0.496 -1.366
H 1.739 -0.306 -1.611
H 2.428 0.141 2.363
H -3.865 -1.982 0.879
H -4.056 -1.152 -0.623
H -3.304 -2.653 -0.737
H -0.008 0.919 1.637
H 0.109 2.670 -0.017
H 0.574 1.445 -1.109
H -1.103 1.715 -0.703
*
```

Properties
Frontier orbital gap ... 0.295 hartree
Energy relative to the best compared isomer or geometry (same formula, charge and spin) ... 515.86 kJ/mol
LUMO level ... -4.4 eV
Largest force on an atom ... 5.32 eV/A

=====

No. 5
Below is a gas-phase ion, C7H10N3 (charge +1), with properties calculated with ωB97M-V/def2-TZVPD.

Structure (ORCA input):
```
! wB97M-V def2-TZVPD RIJCOSX def2/J DEFGRID3
* xyz 1 1
C 0.974 1.436 2.419
C 0.108 0.182 2.621
C 1.884 1.086 1.463
C 0.781 -0.354 -1.218
C 0.626 -0.631 1.741
C 1.763 -0.339 0.931
C -2.391 -0.906 -1.694
N 1.862 -0.469 -0.479
N -0.454 -0.060 -0.760
N -1.331 0.120 -1.826
H 0.728 2.217 3.031
H -0.584 0.244 3.350
H 2.721 1.532 0.972
H 1.088 -0.395 -2.286
H 2.672 -0.996 1.126
H -2.141 -1.344 -0.824
H -3.430 -0.510 -1.652
H -2.373 -1.687 -2.472
H -0.829 -0.152 -2.798
H -1.673 1.026 -1.644
*
```

Properties
Frontier orbital gap (spin up / spin down) ... 0.213 / 0.300 hartree
Energy relative to the best compared isomer or geometry (same formula, charge and spin) ... 854.12 kJ/mol
LUMO level (spin up / spin down) ... -6.5 / -4.8 eV
Largest force on an atom ... 5.01 eV/A

=====

No. 6
Below is 2 unconnected molecules or ions with the total composition C7H10N3O3, with properties calculated with ωB97M-V/def2-TZVPD.

Structure (ORCA input):
```
! wB97M-V def2-TZVPD RIJCOSX def2/J DEFGRID3
* xyz 1 1
C -0.870 -1.436 -0.551
C 1.663 0.146 -2.400
C 2.064 -2.478 0.473
C -0.851 -0.088 0.243
C 0.468 0.637 -0.263
C 0.863 -0.296 -1.446
C 0.111 2.117 -0.493
N 2.847 -2.984 -0.284
N 0.006 -1.423 -1.560
N -1.127 -0.384 1.626
O -1.652 -2.382 -0.194
O 2.598 0.569 -2.926
O 1.208 -1.933 1.030
H -1.669 0.529 -0.285
H 1.326 0.409 0.444
H -0.781 2.519 0.028
H -0.063 2.293 -1.560
H 1.067 2.724 -0.251
H 3.576 -3.625 -0.032
H 0.332 -2.193 -2.027
H -2.029 -2.095 0.685
H -0.433 -0.671 2.280
H -1.913 0.107 2.029
*
```

Properties
Frontier orbital gap ... 0.332 hartree
Energy relative to the best compared isomer or geometry (same formula, charge and spin) ... 0.00 kJ/mol
LUMO level ... -3.5 eV
Largest force on an atom ... 4.13 eV/A

=====

No. 7
Below is C7H10N4 in the gas phase, with properties calculated with ωB97M-V/def2-TZVPD.

Structure (ORCA input):
```
! wB97M-V def2-TZVPD RIJCOSX def2/J DEFGRID3
* xyz 0 1
C -1.653 0.608 1.494
C -0.252 0.932 1.015
C -0.176 2.478 0.801
N -0.087 0.279 -0.254
N -0.961 0.333 -1.287
C -0.690 -0.617 -2.134
N 0.398 -1.336 -1.723
N 1.124 -2.446 -2.021
C 1.952 -2.613 -1.034
C 1.698 -1.662 0.059
C 0.769 -0.842 -0.493
H -2.088 1.184 2.405
H -2.265 0.769 0.675
H -1.578 -0.339 1.866
H 0.534 0.722 1.642
H -0.629 2.786 -0.071
H 0.805 2.779 0.651
H -0.663 3.050 1.481
H -1.228 -0.881 -3.068
H 2.724 -3.435 -0.961
H 2.266 -1.749 0.956
*
```

Properties
Frontier orbital gap ... 0.334 hartree
Energy relative to the best compared isomer or geometry (same formula, charge and spin) ... 286.48 kJ/mol
LUMO level ... 1.0 eV
Largest force on an atom ... 5.05 eV/A
SMILES string ... CC(C)n1ncn2nccc12

=====

No. 8
Below is C7H10N4O in the gas phase, with properties calculated with ωB97M-V/def2-TZVPD.

Structure (ORCA input):
```
! wB97M-V def2-TZVPD RIJCOSX def2/J DEFGRID3
* xyz 0 1
N -2.237 1.351 0.999
C -2.441 0.301 0.104
N -1.592 -0.435 -0.475
C -0.139 -0.308 -0.367
C 0.586 -1.217 0.428
C 1.955 -1.180 0.558
C 2.670 -0.171 0.008
N 4.087 -0.063 -0.064
C 1.991 0.790 -0.793
C 0.592 0.678 -0.922
N -3.749 -0.031 -0.010
O -4.059 -1.203 -0.674
H -1.315 1.393 1.410
H -2.919 1.269 1.785
H 0.006 -1.893 1.009
H 2.459 -1.970 1.164
H 4.679 -0.765 0.226
H 4.555 0.739 -0.275
H 2.513 1.607 -1.280
H 0.003 1.488 -1.296
H -4.398 0.768 -0.215
H -3.246 -1.151 -1.320
*
```

Properties
Frontier orbital gap ... 0.317 hartree
Energy relative to the best compared isomer or geometry (same formula, charge and spin) ... 256.98 kJ/mol
LUMO level ... 0.9 eV
Largest force on an atom ... 4.66 eV/A
SMILES string ... N/C(=N\c1ccc(N)cc1)NO

=====

No. 9
Below is a molecular structure, C7H10NO, with properties calculated with ωB97M-V/def2-TZVPD.

Structure (ORCA input):
```
! wB97M-V def2-TZVPD RIJCOSX def2/J DEFGRID3
* xyz 1 1
C -2.497 -0.369 -0.126
C -3.641 0.173 -0.144
C -1.188 -0.273 0.085
C -0.133 1.395 0.357
C 1.205 1.258 -0.233
C 1.892 -0.069 0.067
C 1.021 -1.261 -0.481
N -0.309 -1.385 0.278
O -4.747 0.461 -0.204
H -0.781 2.180 -0.023
H -0.147 1.433 1.513
H 1.187 1.525 -1.363
H 1.759 2.058 0.310
H 2.747 -0.226 -0.594
H 2.004 -0.202 1.146
H 0.782 -0.834 -1.439
H 1.426 -2.347 -0.596
H 0.016 -1.146 1.320
H -0.596 -2.371 0.126
*
```

Properties
Frontier orbital gap ... 0.307 hartree
Energy relative to the best compared isomer or geometry (same formula, charge and spin) ... 388.10 kJ/mol
LUMO level ... -4.7 eV
Largest force on an atom ... 4.98 eV/A

=====

No. 10
Below is a gas-phase ion, C7H10NO2S2 (charge -1), with properties calculated with ωB97M-V/def2-TZVPD.

Structure (ORCA input):
```
! wB97M-V def2-TZVPD RIJCOSX def2/J DEFGRID3
* xyz -1 1
C 1.218 0.970 2.421
C 0.650 0.166 1.275
C -0.303 0.971 0.371
N 0.253 1.710 -0.709
S 0.649 0.899 -1.934
O 1.656 -0.157 -1.637
O 1.008 1.769 -3.041
C -0.813 -0.210 -2.582
C -0.807 -1.572 -2.649
C -2.123 -2.128 -2.917
C -3.108 -1.162 -2.938
S -2.379 0.396 -2.783
H 1.785 0.252 2.994
H 1.862 1.783 2.160
H 0.346 1.254 2.946
H 0.049 -0.609 1.789
H 1.423 -0.191 0.472
H -1.078 0.290 -0.062
H -0.939 1.775 0.902
H 0.146 -2.012 -2.841
H -2.237 -3.158 -2.894
H -4.236 -1.175 -3.111
*
```

Properties
Frontier orbital gap ... 0.273 hartree
Energy relative to the best compared isomer or geometry (same formula, charge and spin) ... 133.39 kJ/mol
LUMO level ... 3.0 eV
Largest force on an atom ... 2.50 eV/A
SMILES string ... CCCN=[S@](=O)([O-])c1cccs1

=====

No. 11
Below is a gas-phase ion, C7H10NOS (charge +1), with properties calculated with ωB97M-V/def2-TZVPD.

Structure (ORCA input):
```
! wB97M-V def2-TZVPD RIJCOSX def2/J DEFGRID3
* xyz 1 1
C -0.849 -0.633 0.995
C -1.004 0.754 1.056
C 1.299 0.787 -0.608
C 0.331 -1.527 0.824
C 0.694 -1.546 -0.733
C -0.250 1.885 0.700
C 0.714 2.140 -0.366
N 0.658 -0.198 -1.282
O -0.533 0.096 -1.928
S 2.560 0.245 0.358
H -1.782 -1.057 1.184
H -1.896 1.009 1.523
H 1.237 -1.049 1.295
H -0.070 -2.434 1.031
H 1.593 -2.013 -0.749
H -0.031 -1.921 -1.366
H -0.465 2.942 1.024
H 0.352 2.535 -1.373
H -0.155 0.007 -2.803
H 1.422 2.830 -0.161
*
```

Properties
Frontier orbital gap (spin up / spin down) ... 0.231 / 0.231 hartree
Energy relative to the best compared isomer or geometry (same formula, charge and spin) ... 501.94 kJ/mol
LUMO level (spin up / spin down) ... -6.5 / -6.5 eV
Largest force on an atom ... 5.09 eV/A

=====

No. 12
Below is C7H10O in the gas phase, with properties calculated with ωB97M-V/def2-TZVPD.

Structure (ORCA input):
```
! wB97M-V def2-TZVPD RIJCOSX def2/J DEFGRID3
* xyz 0 1
C 2.875 -0.468 -2.206
C 2.201 -1.310 -1.139
O 2.381 -2.459 -0.816
C 1.029 -0.489 -0.408
C 0.125 0.019 0.255
C -1.009 0.566 1.058
C -2.066 1.069 0.093
C -1.698 -0.132 2.163
H 3.142 -1.112 -3.029
H 3.801 -0.106 -1.786
H 2.188 0.311 -2.506
H -0.536 1.437 1.534
H -1.565 1.752 -0.603
H -2.816 1.690 0.556
H -2.520 0.185 -0.416
H -2.397 -0.794 1.670
H -2.069 0.615 2.818
H -1.065 -0.774 2.763
*
```

Properties
Frontier orbital gap ... 0.390 hartree
Energy relative to the best compared isomer or geometry (same formula, charge and spin) ... 242.98 kJ/mol
LUMO level ... 0.8 eV
Largest force on an atom ... 2.96 eV/A
SMILES string ... CC(=O)C#CC(C)C